[1]
{
  "formula": "C28H68ClGaNO21S6",
  "method": "ωB97M-V/def2-TZVPD",
  "species": ["C", "C", "C", "Cl", "Ga", "C", "C", "O", "C", "O", "C", "C", "O", "N", "C", "C", "H", "H", "H", "H", "H", "H", "H", "H", "H", "H", "H", "H", "H", "H", "H", "H", "H", "H", "H", "H", "O", "S", "O", "O", "C", "C", "C", "H", "H", "H", "H", "H", "H", "H", "H", "O", "S", "O", "O", "C", "C", "C", "H", "H", "H", "H", "H", "H", "H", "H", "O", "S", "O", "O", "C", "C", "C", "H", "H", "H", "H", "H", "H", "H", "H", "O", "S", "O", "O", "C", "C", "C", "H", "H", "H", "H", "H", "H", "H", "H", "O", "S", "O", "O", "C", "C", "C", "H", "H", "H", "H", "H", "H", "H", "H", "O", "S", "O", "O", "C", "C", "C", "H", "H", "H", "H", "H", "H", "H", "H"],
  "positions_angstrom": [[3.187, 0.340, -5.600], [4.342, -0.587, -5.205], [4.691, -0.498, -3.733], [5.700, 0.970, -3.384], [5.830, -2.167, -3.268], [4.545, -3.771, -3.446], [4.606, -4.821, -2.356], [4.384, -4.323, -1.019], [3.223, -3.747, -0.816], [2.232, -3.914, -1.435], [6.639, -1.894, -1.394], [8.129, -1.850, -1.551], [8.693, -0.795, -1.559], [8.926, -3.006, -1.683], [8.194, -4.221, -2.021], [10.040, -2.771, -2.612], [3.124, 0.434, -6.681], [3.282, 1.329, -5.172], [2.260, -0.121, -5.271], [4.038, -1.612, -5.393], [5.226, -0.368, -5.790], [3.787, -0.486, -3.143], [7.015, -2.326, -4.347], [3.535, -3.421, -3.618], [4.826, -4.283, -4.365], [3.873, -5.599, -2.569], [5.565, -5.314, -2.379], [3.227, -3.075, 0.048], [6.394, -2.671, -0.677], [6.353, -0.913, -1.044], [7.835, -4.197, -3.049], [7.410, -4.455, -1.319], [8.891, -5.055, -1.965], [10.949, -2.611, -2.045], [10.198, -3.682, -3.176], [9.850, -1.966, -3.307], [2.082, 2.758, -8.794], [2.095, 2.875, -10.217], [1.158, 3.716, -10.897], [2.048, 1.416, -10.856], [0.983, 0.539, -10.442], [-0.340, 0.890, -11.095], [3.721, 3.295, -10.747], [0.904, 0.539, -9.353], [1.292, -0.460, -10.744], [-0.709, 1.853, -10.746], [-1.088, 0.133, -10.859], [-0.228, 0.956, -12.177], [4.431, 2.632, -10.259], [3.900, 4.326, -10.452], [3.774, 3.198, -11.828], [1.315, 2.258, -2.652], [2.195, 2.076, -1.536], [2.552, 0.764, -1.099], [1.584, 2.878, -0.287], [0.222, 2.598, 0.071], [0.084, 1.281, 0.811], [3.645, 3.042, -1.752], [-0.412, 2.620, -0.819], [-0.096, 3.413, 0.717], [0.317, 0.437, 0.163], [-0.938, 1.160, 1.175], [0.772, 1.243, 1.656], [3.351, 4.050, -2.038], [4.244, 2.576, -2.545], [4.203, 3.047, -0.820], [-2.338, 4.209, 1.657], [-3.186, 5.306, 1.302], [-2.807, 6.651, 1.601], [-4.641, 5.028, 1.885], [-4.755, 4.739, 3.293], [-4.635, 5.987, 4.145], [-3.603, 5.194, -0.405], [-4.018, 3.989, 3.585], [-5.739, 4.298, 3.434], [-3.632, 6.408, 4.091], [-4.850, 5.752, 5.187], [-5.329, 6.754, 3.800], [-3.924, 4.180, -0.623], [-2.708, 5.439, -0.973], [-4.392, 5.910, -0.620], [-4.291, 0.820, 6.596], [-5.160, 0.939, 5.468], [-5.952, 2.114, 5.261], [-6.109, -0.339, 5.411], [-6.877, -0.665, 6.586], [-8.082, 0.238, 6.762], [-4.250, 0.606, 3.997], [-6.233, -0.646, 7.468], [-7.204, -1.694, 6.448], [-7.779, 1.261, 6.983], [-8.707, -0.114, 7.582], [-8.677, 0.265, 5.851], [-3.679, -0.308, 4.137], [-3.581, 1.448, 3.831], [-4.946, 0.510, 3.168], [7.099, -4.079, 1.426], [7.091, -4.164, 2.847], [7.889, -5.136, 3.533], [5.578, -4.291, 3.339], [4.776, -5.333, 2.753], [5.101, -6.700, 3.324], [7.415, -2.575, 3.530], [4.883, -5.318, 1.666], [3.743, -5.073, 2.981], [6.104, -7.017, 3.041], [4.392, -7.441, 2.953], [5.059, -6.681, 4.414], [6.782, -1.845, 3.033], [8.464, -2.354, 3.346], [7.218, -2.605, 4.599], [-11.456, -0.278, 6.869], [-12.352, 0.800, 6.582], [-12.003, 2.151, 6.888], [-13.774, 0.468, 7.221], [-13.823, 0.152, 8.625], [-13.697, 1.386, 9.498], [-12.842, 0.709, 4.894], [-13.057, -0.586, 8.866], [-14.791, -0.319, 8.787], [-12.706, 1.831, 9.413], [-13.865, 1.126, 10.543], [-14.421, 2.143, 9.198], [-13.142, -0.311, 4.669], [-11.982, 0.993, 4.292], [-13.661, 1.404, 4.729]],
  "forces_ev_per_a": [[0.172, -0.622, -0.360], [-0.406, 0.977, 0.420], [0.906, -1.403, -0.264], [-0.146, 0.114, -0.137], [-0.330, 0.140, 0.182], [0.610, 0.381, 0.253], [-0.732, -0.405, -1.063], [1.016, 0.121, -0.058], [0.497, 0.459, 1.192], [-1.755, -0.336, -1.325], [0.989, -0.949, -0.228], [-1.155, -0.767, 0.662], [1.411, 2.210, -0.196], [-1.235, -0.017, -0.865], [0.773, -0.431, -0.008], [0.237, -0.697, 0.607], [-0.070, 0.156, -0.253], [0.037, 0.231, 0.141], [-0.275, 0.187, 0.202], [0.034, -0.333, -0.214], [0.271, -0.109, -0.207], [-0.182, 0.441, 0.392], [0.014, 0.077, -0.056], [-0.375, 0.021, 0.151], [0.162, -0.126, -0.191], [-0.272, -0.167, 0.320], [0.425, 0.055, 0.474], [0.409, -0.012, 0.305], [-0.441, -0.081, -0.006], [-0.138, 0.177, 0.169], [-0.376, 0.025, -0.116], [-0.314, 0.264, 0.178], [0.162, -0.169, 0.062], [0.282, 0.409, -0.037], [0.014, -0.233, -0.200], [-0.038, 0.305, 0.013], [-0.305, 0.101, 0.060], [0.508, -0.223, -0.213], [-0.150, 0.079, 0.131], [0.128, 0.145, -0.067], [-0.538, -0.351, 0.158], [0.000, 0.261, -0.016], [0.081, -0.075, -0.076], [0.105, 0.130, -0.002], [0.225, 0.096, -0.054], [0.003, -0.019, 0.020], [0.066, -0.059, 0.011], [0.002, -0.078, 0.000], [-0.026, -0.006, 0.017], [-0.072, -0.001, 0.043], [-0.026, 0.005, 0.005], [-0.134, -0.166, -0.032], [0.335, 0.358, 0.178], [-0.125, -0.143, -0.110], [0.130, 0.122, -0.099], [-0.490, -0.193, 0.274], [0.096, -0.207, -0.140], [0.017, 0.172, -0.143], [0.144, -0.017, -0.085], [0.201, 0.113, -0.062], [-0.010, 0.015, 0.002], [-0.005, 0.109, 0.017], [-0.043, 0.055, 0.036], [-0.067, -0.018, 0.049], [-0.261, 0.008, 0.265], [-0.006, -0.067, 0.000], [0.194, 0.038, 0.194], [-0.537, -0.095, -0.319], [0.225, 0.008, 0.106], [0.051, -0.024, -0.209], [-0.138, 0.049, 0.737], [0.234, 0.158, -0.105], [-0.048, -0.039, -0.047], [0.069, 0.026, -0.165], [0.000, -0.064, -0.278], [-0.003, -0.020, 0.014], [-0.063, -0.081, -0.034], [-0.064, -0.047, 0.034], [0.007, 0.001, 0.021], [0.040, -0.001, 0.065], [0.012, 0.016, 0.029], [-0.129, 0.241, 0.246], [0.025, -0.471, -0.605], [0.106, 0.172, 0.235], [0.142, 0.055, -0.113], [-0.448, -0.069, 0.540], [0.151, 0.290, -0.077], [-0.013, -0.054, -0.044], [0.128, 0.082, -0.107], [0.152, -0.010, -0.221], [0.014, -0.017, 0.016], [-0.004, -0.101, -0.052], [-0.055, -0.093, 0.037], [-0.006, 0.004, 0.016], [-0.011, 0.020, 0.054], [-0.013, 0.017, 0.016], [0.149, -0.317, -0.256], [-0.263, 0.445, 0.303], [0.073, -0.113, -0.098], [0.117, 0.114, 0.160], [-0.306, -0.504, -0.283], [0.245, 0.000, 0.045], [-0.072, 0.077, 0.075], [0.121, 0.106, 0.023], [0.080, 0.215, 0.085], [-0.015, 0.006, -0.022], [-0.058, 0.066, -0.013], [-0.073, 0.000, -0.007], [0.008, -0.027, -0.037], [0.002, -0.061, -0.067], [0.004, -0.031, -0.008], [0.151, 0.109, 0.226], [-0.505, -0.133, -0.406], [0.245, -0.002, 0.150], [0.049, -0.003, -0.187], [-0.017, -0.020, 0.664], [0.176, 0.147, -0.125], [-0.087, -0.039, -0.045], [0.065, 0.033, -0.153], [-0.031, 0.000, -0.251], [-0.002, -0.023, 0.011], [-0.051, -0.065, -0.026], [-0.054, -0.044, 0.035], [0.004, 0.001, 0.023], [0.043, 0.012, 0.068], [0.016, 0.017, 0.022]],
  "charge": -1,
  "e_tot_ha": -7516.522094,
  "gap_ev": 5.97
}

---

[2]
{
  "formula": "C28H69Br3N9O6P4",
  "method": "ωB97M-V/def2-TZVPD",
  "species": ["C", "C", "C", "C", "C", "C", "C", "C", "C", "C", "N", "C", "N", "C", "Br", "C", "C", "N", "C", "P", "O", "O", "O", "C", "Br", "P", "O", "Br", "H", "H", "H", "H", "H", "H", "H", "H", "H", "H", "H", "H", "H", "H", "H", "H", "H", "H", "H", "H", "H", "H", "H", "H", "H", "H", "H", "H", "H", "H", "H", "H", "H", "O", "P", "N", "C", "C", "N", "C", "C", "N", "C", "C", "H", "H", "H", "H", "H", "H", "H", "H", "H", "H", "H", "H", "H", "H", "H", "H", "H", "H", "O", "P", "N", "C", "C", "N", "C", "C", "N", "C", "C", "H", "H", "H", "H", "H", "H", "H", "H", "H", "H", "H", "H", "H", "H", "H", "H", "H", "H"],
  "positions_angstrom": [[5.136, -3.266, 5.190], [4.052, -2.736, 4.181], [4.457, -2.847, 2.660], [6.002, -2.714, 2.364], [6.438, -1.205, 2.549], [7.300, -0.622, 1.363], [6.693, -0.857, -0.072], [5.102, -0.741, -0.103], [4.725, 0.101, -1.381], [3.299, -0.138, -1.948], [2.977, -1.412, -2.617], [2.558, -2.227, -1.490], [2.848, -3.496, -1.638], [2.551, -4.462, -0.569], [0.675, -5.162, -0.694], [3.482, -5.741, -0.838], [3.850, -6.408, 0.543], [1.992, -1.473, -0.431], [0.754, -1.952, 0.221], [-0.015, -0.780, 1.453], [-0.638, 0.456, 0.867], [1.077, -0.421, 2.659], [-1.260, -1.657, 2.185], [2.028, -0.088, -0.969], [2.485, 1.417, 0.236], [0.648, 0.507, -2.197], [-0.789, -0.374, -2.028], [0.076, 2.641, -1.630], [5.426, -4.310, 4.919], [6.050, -2.612, 5.172], [4.760, -3.265, 6.244], [3.144, -3.387, 4.321], [3.765, -1.689, 4.436], [4.056, -3.771, 2.152], [3.962, -1.978, 2.136], [6.651, -3.365, 2.997], [6.153, -3.069, 1.304], [5.563, -0.519, 2.704], [7.066, -1.113, 3.476], [7.504, 0.467, 1.558], [8.310, -1.120, 1.413], [7.043, -1.866, -0.417], [7.178, -0.114, -0.761], [4.768, -0.145, 0.785], [4.727, -1.792, -0.103], [5.451, -0.200, -2.191], [4.966, 1.176, -1.176], [3.001, 0.651, -2.698], [2.354, -1.387, -3.421], [3.290, -3.838, -2.490], [2.768, -4.069, 0.459], [2.926, -6.478, -1.477], [4.358, -5.390, -1.438], [3.885, -5.680, 1.388], [3.070, -7.185, 0.764], [4.863, -6.867, 0.448], [1.012, -2.881, 0.806], [-0.046, -2.287, -0.494], [0.552, 0.027, 3.346], [-0.889, -2.483, 2.547], [-0.578, -1.276, -2.318], [1.295, 8.497, -3.293], [-0.229, 8.390, -3.151], [-0.235, 6.670, -2.900], [-1.323, 5.740, -3.163], [0.481, 6.221, -1.707], [-0.537, 8.739, -4.823], [-0.998, 7.736, -5.764], [0.430, 9.611, -5.491], [-1.975, 8.482, -2.839], [-2.698, 9.634, -3.423], [-2.228, 8.567, -1.377], [-2.137, 5.816, -2.429], [-0.953, 4.709, -3.127], [-1.750, 5.846, -4.154], [-0.148, 6.264, -0.809], [1.367, 6.827, -1.510], [0.834, 5.192, -1.826], [-0.300, 6.894, -5.844], [-1.122, 8.165, -6.762], [-1.993, 7.376, -5.497], [1.323, 9.058, -5.805], [0.740, 10.426, -4.837], [-0.016, 10.072, -6.377], [-2.206, 10.581, -3.190], [-3.722, 9.675, -3.041], [-2.800, 9.549, -4.502], [-1.799, 9.477, -0.950], [-1.798, 7.714, -0.848], [-3.298, 8.550, -1.168], [-5.812, -5.039, 3.673], [-6.547, -4.022, 2.788], [-6.438, -4.974, 1.339], [-6.470, -4.502, -0.036], [-7.117, -6.270, 1.399], [-5.252, -2.865, 2.828], [-4.407, -2.590, 1.684], [-4.430, -2.856, 4.038], [-7.560, -2.817, 1.968], [-7.563, -1.449, 2.534], [-8.983, -3.247, 1.990], [-7.472, -4.190, -0.359], [-6.148, -5.301, -0.711], [-5.783, -3.684, -0.225], [-8.183, -6.187, 1.156], [-7.043, -6.720, 2.390], [-6.664, -6.980, 0.702], [-3.884, -3.490, 1.333], [-3.653, -1.837, 1.924], [-4.981, -2.146, 0.870], [-3.674, -3.653, 4.020], [-5.044, -2.982, 4.930], [-3.915, -1.896, 4.145], [-7.752, -1.457, 3.610], [-8.333, -0.838, 2.053], [-6.628, -0.927, 2.348], [-9.364, -3.314, 3.011], [-9.110, -4.224, 1.521], [-9.606, -2.552, 1.425]],
  "forces_ev_per_a": [[0.009, 0.336, -0.231], [-0.109, -0.914, 0.194], [0.267, 0.494, -0.109], [-0.533, 0.523, -0.391], [0.670, 0.217, -0.113], [0.362, -0.405, 0.341], [0.270, 0.174, 0.710], [1.514, 0.813, -0.612], [0.592, -1.385, -0.340], [-2.399, 2.088, -0.907], [1.104, -1.255, 2.860], [0.130, 1.730, -2.245], [-1.613, -0.063, 2.603], [1.022, -2.226, -0.853], [0.640, 0.532, 0.197], [-0.593, 0.519, 0.607], [-0.009, -0.190, -0.683], [0.199, -0.704, -2.231], [0.165, -1.450, 1.411], [-2.534, 2.644, 1.030], [1.363, -2.345, 0.636], [-1.365, -1.394, -1.619], [2.876, 0.446, -1.175], [1.585, 1.668, 0.364], [-0.193, -0.927, 0.531], [-1.355, 0.385, -0.933], [1.551, 0.559, 0.667], [-0.028, -1.746, -0.216], [-0.133, 0.783, 0.279], [-0.775, -0.680, -0.014], [0.183, -0.010, -0.947], [0.640, 0.805, -0.053], [0.254, -0.769, -0.232], [0.384, 0.632, 0.863], [0.391, -0.885, 0.355], [-0.741, 0.385, -0.401], [0.024, 0.512, 0.940], [0.557, -0.822, -0.063], [-0.626, -0.047, -0.770], [-0.388, -0.944, -0.243], [-0.891, 0.481, -0.183], [-0.562, 0.822, 0.120], [-0.588, -0.607, 0.523], [0.075, -1.001, -0.700], [-0.137, 0.946, 0.090], [-0.890, 0.223, 0.540], [-0.700, -0.947, -0.262], [0.922, -0.495, 0.610], [0.044, 0.035, 0.263], [-0.129, 0.426, 0.185], [-0.460, 0.019, -1.178], [0.557, 0.787, 0.557], [-0.376, -0.292, 0.775], [-0.012, -0.537, -0.765], [0.918, 0.648, -0.020], [-0.920, 0.111, 0.242], [-0.261, 1.000, -0.482], [0.645, 0.697, 0.729], [0.253, 0.041, -0.052], [-0.432, 0.137, 0.160], [-0.351, 0.204, -0.263], [-1.218, 2.308, 3.285], [0.423, -4.946, -6.202], [0.056, -0.298, 0.801], [-0.452, 0.180, 0.101], [0.506, 0.208, -0.052], [-0.080, 0.719, -0.532], [-0.519, -0.118, 0.279], [0.223, -0.001, 0.283], [1.071, 2.515, 1.897], [-0.247, 0.172, -0.490], [-0.080, -0.638, 0.287], [-0.062, -0.049, 0.009], [0.189, 0.254, 0.077], [-0.014, 0.283, 0.025], [-0.075, -0.168, 0.070], [-0.120, 0.095, -0.189], [-0.081, 0.109, -0.098], [-0.066, -0.094, -0.029], [0.192, 0.164, 0.117], [0.041, -0.191, 0.125], [0.062, 0.123, 0.020], [0.085, -0.135, -0.018], [-0.181, -0.159, 0.051], [-0.151, 0.051, -0.032], [0.185, -0.158, 0.318], [0.322, -0.083, 0.064], [-0.192, 0.058, 0.066], [0.130, -0.030, -0.140], [0.042, 0.049, -0.148], [-3.808, 0.617, 1.526], [6.465, -0.133, -4.442], [-0.598, -0.466, -0.080], [-0.297, 0.399, -0.111], [0.239, -0.354, 0.428], [0.418, 0.696, 0.542], [-0.480, 0.281, -0.326], [-0.207, -0.233, 0.081], [-1.682, -0.380, 2.851], [0.295, 0.486, -0.017], [-0.182, -0.399, -0.571], [-0.010, 0.012, -0.075], [-0.075, -0.154, 0.247], [-0.091, 0.152, 0.228], [-0.035, -0.041, -0.169], [0.087, 0.212, 0.002], [-0.004, 0.140, -0.055], [0.017, -0.024, -0.141], [-0.099, -0.109, 0.248], [-0.064, -0.217, -0.148], [-0.008, -0.035, 0.146], [0.097, -0.142, -0.064], [-0.084, 0.047, -0.228], [-0.049, 0.153, -0.038], [-0.174, -0.358, -0.016], [0.092, -0.304, 0.098], [-0.145, 0.143, -0.049], [0.185, -0.046, 0.037], [0.145, 0.060, 0.054]],
  "charge": 1,
  "e_tot_ha": -11139.615506,
  "gap_ev": 5.32
}